*w*
The following is a quantum chemistry calculation of a cluster of 2 separate species, C2H11N2O in total, from OMol25.

```
16
Properties=species:S:1:pos:R:3
C 0.20647 -1.40258 -0.94686
N -0.43560 -1.61638 0.34321
C 1.16217 -0.23044 -0.80260
N 0.37890 0.93313 -0.32332
H -0.55845 -1.12455 -1.66508
H 0.75537 -2.25384 -1.34612
H -1.18748 -2.28507 0.28897
H 0.24626 -1.94036 1.02243
H 1.61583 -0.00047 -1.76114
H 1.88647 -0.45727 -0.03606
H -0.31719 0.62528 0.37529
H 0.94992 1.62352 0.16331
H -0.15044 1.42932 -1.03749
H -1.56265 1.78045 2.55950
H -1.68247 2.89737 1.50303
O -1.30710 2.02189 1.66292
```

Molar mass ... 79.1 g/mol
Charge ... +1
E_HOMO ... -14.0 eV
Orbital gap ... 10.85 eV

Atom charges from the Mulliken analysis, given in e for atoms 1 to 8: number 1, C, carries -0.56; number 2, N, carries -0.53; number 3, C, carries -0.58; number 4, N, carries -0.32; number 5, H, carries 0.38; number 6, H, carries 0.36; number 7, H, carries 0.24; number 8, H, carries 0.20

---

*x*
The following is a quantum chemistry calculation of a structure of composition C2H11N2O, from OMol25.

```
16
Properties=species:S:1:pos:R:3
C 0.91595 -0.90854 -5.98422
N 0.24985 -1.66237 -7.07541
C 0.15358 -1.20864 -4.54433
N -1.15143 -0.71458 -4.63501
H 2.92312 8.97111 39.26905
H 1.82386 -1.49603 -5.75441
H -0.69717 -1.70873 -6.64859
H 0.96392 0.19216 -6.05599
H 0.95497 -0.77984 -3.97829
H -0.03388 -2.38192 -4.27885
H 0.15463 -1.14877 -7.94809
H -1.78900 -0.36130 -3.84487
H 2.71416 9.75481 38.62556
H -2.93903 -2.89534 -5.66702
H -1.80538 -1.45458 -5.36288
O -2.43816 -2.19744 -6.11666
```

Molar mass ... 79.1 g/mol
Charge ... +1
E_HOMO ... -13.3 eV
Orbital gap ... 3.47 eV

Atom charges from the Mulliken analysis, given in e for atoms 1 to 8: number 1, C, carries -0.28; number 2, N, carries -0.39; number 3, C, carries -0.50; number 4, N, carries -0.20; number 5, H, carries 0.00; number 6, H, carries 0.35; number 7, H, carries 0.25; number 8, H, carries 0.35

---

So which one is most stable? That would be *w*, about 989.9 kJ/mol below the next structure.

---

*w*
The following is a quantum chemistry calculation of an isolated molecule of C5H13N2, from OMol25.

```
20
Properties=species:S:1:pos:R:3
C 2.11345 -1.28320 0.29865
C 0.80799 -0.52768 0.50156
C -0.25899 -1.08232 -0.44778
C -1.62295 -0.33485 -0.35737
C -2.15735 2.11271 -0.28667
N -1.30638 1.04079 -0.45834
N 1.06227 0.93046 0.28260
H 2.96632 -0.81849 0.79057
H 2.07411 -2.32076 0.63351
H 2.33329 -1.33983 -0.77085
H 0.46349 -0.63143 1.53528
H -0.44442 -2.13541 -0.23117
H 0.13130 -0.85466 -1.44369
H -2.00407 -0.57199 0.65004
H -2.25686 -0.77844 -1.13102
H -1.61655 3.00656 -0.02220
H -3.21565 1.92587 -0.16152
H -0.24784 1.27633 -0.21506
H 1.33181 1.31399 1.17869
H 1.84703 1.07234 -0.34523
```

Molar mass ... 101.2 g/mol
Spin multiplicity ... 2
E_HOMO (spin up / spin down) ... -5.1 / -9.0 eV
Orbital gap (spin up / spin down) ... 5.98 / 9.84 eV

Atom charges from the Mulliken analysis, given in e for atoms 1 to 8: number 1, C, carries -1.53; number 2, C, carries 0.31; number 3, C, carries -0.99; number 4, C, carries -0.58; number 5, C, carries -0.80; number 6, N, carries -0.24; number 7, N, carries -0.56; number 8, H, carries 0.40

---

*x*
The following is a quantum chemistry calculation of an isolated molecule of C5H13N2, from OMol25.

```
20
Properties=species:S:1:pos:R:3
C -0.77317 -0.39786 -1.87831
C 0.34719 -0.76388 -0.90591
C -0.21682 -1.13491 0.48179
C -0.25448 0.35939 1.08143
C -1.45613 0.95585 1.44232
N 0.91322 0.65447 1.84923
N 1.33611 0.34606 -0.81338
H -1.70012 0.02416 -1.48376
H -0.47959 0.23878 -2.70822
H -0.98573 -1.29853 -2.47657
H 0.78266 -1.64582 -1.39607
H 0.46787 -1.73028 1.08829
H -1.22154 -1.51341 0.34442
H -2.30195 0.89752 0.75211
H -1.55023 1.64602 2.27987
H 1.29984 0.04118 2.56353
H 0.83023 1.55689 2.30406
H 1.76940 0.62758 0.13767
H 1.01749 1.14806 -1.34543
H 2.17572 -0.01127 -1.31706
```

Molar mass ... 101.2 g/mol
Spin multiplicity ... 2
E_HOMO (spin up / spin down) ... -3.0 / -7.8 eV
Orbital gap (spin up / spin down) ... 3.77 / 8.63 eV

Atom charges from the Mulliken analysis, given in e for atoms 1 to 8: number 1, C, carries -1.70; number 2, C, carries -0.71; number 3, C, carries -1.00; number 4, C, carries 0.39; number 5, C, carries -1.06; number 6, N, carries -0.65; number 7, N, carries -0.51; number 8, H, carries 0.18

---

So which one is most stable? That would be *w*, about 252.9 kJ/mol below the next structure.

---

*w*
The following is a quantum chemistry calculation of a cluster of 12 separate species, H24O12 in total, from OMol25.

```
36
Properties=species:S:1:pos:R:3
O 3.49367 -2.86994 -0.95711
H 4.28867 -2.36094 -1.03811
H 2.85467 -2.32394 -0.44111
O -1.71433 2.91306 0.10189
H -1.59333 3.82906 0.28689
H -1.81533 2.83206 -0.84311
O 0.42467 -2.00094 -1.49611
H -0.27033 -1.74394 -2.08211
H 1.19767 -1.96194 -1.99111
O -0.81933 -0.60494 -3.58511
H -1.29933 -1.35694 -3.88611
H -1.28933 -0.25594 -2.80411
O 1.41367 0.93406 -2.44411
H 0.87867 0.17906 -2.76611
H 1.12767 1.10106 -1.54011
O 1.77467 -1.99894 1.18889
H 1.76967 -2.91794 1.35389
H 2.71567 -1.89994 1.25389
O -3.65033 1.70806 1.24989
H -3.40433 2.35806 1.93989
H -2.90633 1.74106 0.61589
O 2.50467 1.58606 0.88089
H 1.58967 1.24706 0.86489
H 2.78267 1.60806 1.79389
O 1.23367 -0.27594 3.20789
H 0.41067 0.15506 3.10189
H 1.42467 -0.87694 2.42789
O -2.48933 -0.43194 -1.17011
H -3.01933 -0.49994 -0.37011
H -3.02333 -0.04794 -1.89911
O -1.49533 0.33206 3.04889
H -1.57633 1.05406 2.38589
H -1.62833 0.93406 3.79989
O 0.27167 0.22606 0.10689
H 0.49667 -0.55294 -0.44311
H -0.65933 0.24406 0.14689
```

SMILES ... O.O.O.O.O.O.O.O.O.O.O.O
Molar mass ... 216.2 g/mol
E_HOMO ... -10.0 eV
Orbital gap ... 9.63 eV

Atom charges from the Mulliken analysis, given in e for atoms 1 to 8: number 1, O, carries -0.67; number 2, H, carries 0.33; number 3, H, carries 0.35; number 4, O, carries -0.59; number 5, H, carries 0.24; number 6, H, carries 0.29; number 7, O, carries -0.65; number 8, H, carries 0.27

---

*x*
The following is a quantum chemistry calculation of a cluster of 12 separate species, H24O12 in total, from OMol25.

```
36
Properties=species:S:1:pos:R:3
O 2.14638 -1.68923 -2.13978
H 1.22225 -1.69174 -1.97381
H 2.17345 -2.34416 -2.83914
O -2.27604 -1.48482 0.38060
H -1.57175 -1.59726 -0.27330
H -2.95761 -1.20931 -0.18318
O -3.30387 1.62155 0.08643
H -4.05920 1.08852 0.33502
H -3.66766 2.50853 -0.01200
O -0.54543 -1.99835 -1.78424
H -0.95806 -2.83649 -1.92298
H -0.63601 -1.54643 -2.63872
O 2.44829 1.24594 -2.07852
H 2.11875 1.00707 -1.23047
H 3.05347 0.52517 -2.22874
O 2.92318 0.78620 0.96424
H 3.55331 0.66355 0.26394
H 3.34324 1.44500 1.48478
O -2.64222 0.06070 2.50315
H -3.05916 -0.54138 3.11183
H -2.48030 -0.44390 1.68066
O 0.02424 0.59825 -0.30467
H -0.80458 0.20557 -0.45599
H 0.52446 -0.10223 0.15073
O -2.42473 0.91761 -2.25566
H -1.85248 1.62128 -2.52333
H -2.81165 1.16610 -1.38193
O 0.55923 -1.81804 1.43468
H 1.45515 -2.11065 1.32133
H 0.69071 -1.20588 2.18341
O 2.52249 -0.90713 3.11369
H 2.40864 -0.34297 3.86761
H 2.51298 -0.32861 2.36093
O 0.77238 3.20707 0.09149
H 0.57315 2.30160 -0.13301
H 1.02500 3.22888 1.02495
```

SMILES ... O.O.O.O.O.O.O.O.O.O.O.O
Molar mass ... 216.2 g/mol
E_HOMO ... -10.3 eV
Orbital gap ... 10.33 eV

Atom charges from the Mulliken analysis, given in e for atoms 1 to 8: number 1, O, carries -0.58; number 2, H, carries 0.42; number 3, H, carries 0.28; number 4, O, carries -0.65; number 5, H, carries 0.24; number 6, H, carries 0.27; number 7, O, carries -0.62; number 8, H, carries 0.30

---

*y*
The following is a quantum chemistry calculation of a cluster of 12 separate species, H24O12 in total, from OMol25.

```
36
Properties=species:S:1:pos:R:3
O -0.39543 -2.94870 -2.75897
H -0.27178 -2.51966 -1.90126
H -0.15737 -3.87035 -2.61402
O -1.15949 1.05606 2.83538
H -1.18698 0.15735 3.21777
H -0.21752 1.26180 2.78419
O 2.81792 0.33222 -2.64657
H 1.93885 0.38921 -2.25033
H 2.76170 -0.41095 -3.25668
O -1.88157 2.36976 0.54091
H -1.66846 1.84293 1.33622
H -2.68249 2.85676 0.76493
O 0.52872 1.99839 -1.74196
H -0.14147 2.27903 -1.09507
H 0.20161 2.33202 -2.58752
O -2.83136 2.16471 -2.20011
H -3.18510 1.27104 -2.25366
H -2.31531 2.14922 -1.38087
O -3.15897 -0.14220 -0.15219
H -2.65763 0.09151 0.63237
H -2.66297 -0.87417 -0.53515
O 2.43036 -0.82986 0.65756
H 3.05567 -1.56396 0.58260
H 2.98273 -0.05926 0.84415
O 1.33090 -3.12276 1.99118
H 0.50365 -3.42277 1.59883
H 1.55183 -2.30953 1.49715
O -0.62687 -1.64546 3.23861
H 0.26915 -2.02645 3.28493
H -1.03070 -2.06321 2.47245
O -0.30013 -0.59552 -0.35243
H -0.04657 0.26899 -0.69412
H 0.07640 -0.61583 0.53662
O 2.56641 2.01121 0.23317
H 3.47009 2.23502 -0.01125
H 2.09218 1.95341 -0.61684
```

SMILES ... O.O.O.O.O.O.O.O.O.O.O.O
Molar mass ... 216.2 g/mol
E_HOMO ... -10.8 eV
Orbital gap ... 10.65 eV

Atom charges from the Mulliken analysis, given in e for atoms 1 to 8: number 1, O, carries -0.63; number 2, H, carries 0.29; number 3, H, carries 0.30; number 4, O, carries -0.70; number 5, H, carries 0.36; number 6, H, carries 0.30; number 7, O, carries -0.62; number 8, H, carries 0.30

---

*z*
The following is a quantum chemistry calculation of a cluster of 12 separate species, H24O12 in total, from OMol25.

```
36
Properties=species:S:1:pos:R:3
H -0.31609 0.04674 0.21013
H 0.26387 -0.08181 1.65255
H 3.13206 1.28150 2.69468
H 3.12641 0.06209 3.43498
H -2.88099 3.52939 3.28142
H -2.69101 2.63061 2.01860
H 1.68697 3.06809 -2.45129
H 1.76586 1.85441 -3.43002
H -2.26438 -4.00652 0.44302
H -1.81771 -2.70209 0.88347
H -0.61053 1.50862 -3.15591
H -0.44102 1.44781 -4.68355
H -3.01590 -1.95669 1.64438
H -2.66062 -1.79840 3.11743
H 1.79615 3.26902 2.01937
H 1.16924 2.05295 1.63064
H 0.50816 -1.22002 -3.99302
H -1.07310 -0.83233 -3.99155
H 3.86131 -1.51904 2.70025
H 3.99445 -0.18903 1.96099
H -2.56952 0.37018 -2.39209
H -3.75279 -0.44049 -2.40362
H 0.75469 -2.41946 -1.00187
H 1.77340 -2.88786 0.09219
O 0.24863 -0.57190 0.82052
O 3.07050 1.03780 3.57299
O -2.41072 2.78355 2.88642
O 1.20781 2.38352 -2.93971
O -2.52442 -3.10853 0.36312
O -0.40549 0.95629 -3.90286
O -3.34694 -2.14052 2.52777
O 2.00118 2.31841 2.14199
O -0.28297 -0.89632 -4.56739
O 3.92675 -1.10784 1.75434
O -2.83896 -0.55690 -2.31106
O 1.61574 -2.16524 -0.62730
```

SMILES ... O.O.O.O.O.O.O.O.O.O.O.O
Molar mass ... 216.2 g/mol
E_HOMO ... -8.7 eV
Orbital gap ... 8.36 eV

Atom charges from the Mulliken analysis, given in e for atoms 1 to 8: number 1, H, carries 0.30; number 2, H, carries 0.30; number 3, H, carries 0.35; number 4, H, carries 0.24; number 5, H, carries 0.31; number 6, H, carries 0.31; number 7, H, carries 0.28; number 8, H, carries 0.29

---

So which one is most stable? That would be *y*, about 79.6 kJ/mol below the next structure.